[1]
C5H10N3 | ωB97M-V/def2-TZVPD

The geometry in XYZ format:
```
18
Properties=species:S:1:pos:R:3:lowdin_charge:R:1
C 2.489 0.682 -0.331 0.15
C 1.458 -0.088 0.059 -0.32
N 1.413 -1.392 0.372 0.14
C 0.205 -1.850 0.352 -0.03
N -0.759 -0.848 0.172 -0.12
C -2.067 -0.926 -0.337 -0.03
N -0.023 0.395 -0.095 -0.04
C -0.267 1.676 0.665 0.05
H 2.115 1.703 -0.404 0.07
H 3.427 0.230 -0.484 0.08
H -0.104 -2.816 0.394 0.12
H -2.001 -0.943 -1.443 0.11
H -2.292 -1.997 -0.151 0.13
H -2.749 -0.213 0.043 0.09
H -0.174 0.468 -1.184 0.24
H 0.213 1.591 1.671 0.13
H 0.450 2.491 0.286 0.12
H -1.335 1.837 0.418 0.11
```

Summary:
HOMO energy (eV): -13.14
Relative energy (zero: lowest compared OMol25 entry of this formula, charge and spin) (kcal/mol): 104.36
Net charge: +1
Molecular weight (g mol⁻¹): 112.16
2S+1: 1
HOMO-LUMO gap (Ha): 0.33077
E_LUMO (eV): -4.13

[2]
C3H4O3S | ωB97M-V/def2-TZVPD

The geometry in XYZ format:
```
11
Properties=species:S:1:pos:R:3:lowdin_charge:R:1
C 1.547 1.658 -3.268 0.02
C 1.140 0.526 -3.289 -0.01
C 0.012 -0.985 2.907 -0.14
O 1.759 -0.103 0.170 -0.41
O 1.497 -2.513 0.246 -0.40
O -0.618 -0.922 1.913 -0.04
S 1.053 -1.277 -0.233 0.82
H 2.021 2.530 -3.608 0.01
H 0.661 -0.365 -3.036 -0.02
H 1.132 -1.327 2.820 0.11
H -0.325 -0.800 3.924 0.08
```

Summary:
HOMO energy (eV): -10.70
Relative energy (zero: lowest compared OMol25 entry of this formula, charge and spin) (kcal/mol): 108.09
Molecular weight (g mol⁻¹): 120.13
2S+1: 1
HOMO-LUMO gap (Ha): 0.37771
E_LUMO (eV): -0.42

[3]
C4H9NO | ωB97M-V/def2-TZVPD

The geometry in XYZ format:
```
15
Properties=species:S:1:pos:R:3:lowdin_charge:R:1
H 2.271 0.762 -0.485 0.06
N 1.499 0.885 0.175 0.09
C 0.370 0.946 -0.376 -0.35
C 0.026 0.997 -1.827 -0.07
H -0.570 1.029 0.432 0.12
H -0.603 1.859 -2.046 0.08
H -0.535 0.107 -2.114 0.07
H 0.925 1.026 -2.444 0.08
C -0.026 -1.380 1.601 -0.05
C -1.002 -0.712 0.681 -0.43
O -1.534 -1.178 -0.297 0.04
H 0.713 -0.652 1.931 0.06
H -0.546 -1.782 2.469 0.09
H 0.496 -2.174 1.065 0.09
H -1.483 0.268 1.235 0.14
```

Summary:
HOMO energy (eV): -9.42
Relative energy (zero: lowest compared OMol25 entry of this formula, charge and spin) (kcal/mol): 71.06
Molecular weight (g mol⁻¹): 87.12
2S+1: 1
HOMO-LUMO gap (Ha): 0.37385
E_LUMO (eV): 0.75

[4]
C31H34F6N3O | ωB97M-V/def2-TZVPD

The geometry in XYZ format:
```
75
Properties=species:S:1:pos:R:3:lowdin_charge:R:1
C 0.783 -3.409 -4.916 -0.06
N -0.165 -2.322 -4.886 -0.15
C -0.982 -2.174 -6.080 -0.05
C -0.215 -1.370 -7.093 -0.53
F -0.886 -1.143 -8.254 0.13
F 0.124 -0.150 -6.549 0.11
F 0.971 -1.995 -7.405 0.11
C -0.306 -1.528 -3.780 -0.23
C -1.565 -1.012 -3.384 0.00
C -1.667 -0.283 -2.208 -0.04
C -0.534 0.062 -1.455 -0.18
C -0.711 0.964 -0.231 -0.18
C 0.576 1.349 0.499 -0.20
C 0.742 2.679 0.900 -0.02
C 1.855 3.069 1.613 0.00
C 2.918 2.162 1.775 -0.23
N 4.154 2.589 2.271 -0.15
C 4.656 3.893 1.866 -0.05
C 4.559 2.163 3.612 -0.05
C 5.465 0.961 3.606 -0.53
F 6.069 0.756 4.819 0.12
F 4.768 -0.192 3.310 0.09
F 6.450 1.086 2.659 0.12
C 2.741 0.818 1.410 0.02
C 1.550 0.407 0.824 -0.06
C -1.732 0.476 0.771 -0.21
C -1.373 -0.860 1.318 0.08
N -2.168 -1.899 1.239 0.01
C -1.685 -3.172 1.821 -0.08
C -2.419 -4.346 1.198 -0.16
O -3.836 -4.161 1.228 -0.12
C -4.262 -3.001 0.508 -0.16
C -3.633 -1.720 1.033 -0.07
C -1.899 1.534 1.878 -0.20
C -2.632 2.679 1.556 -0.04
C -2.717 3.729 2.467 -0.06
C -2.041 3.636 3.688 -0.07
C -1.321 2.482 4.014 -0.06
C -1.272 1.409 3.114 -0.03
C 0.717 -0.318 -1.953 -0.02
C 0.837 -1.190 -3.022 0.01
H 0.869 -3.851 -3.914 0.10
H 0.410 -4.177 -5.609 0.10
H 1.783 -3.071 -5.235 0.09
H -1.148 -3.172 -6.509 0.14
H -1.911 -1.644 -5.859 0.13
H -2.447 -1.247 -3.979 0.11
H -2.651 0.073 -1.907 0.11
H -1.129 1.897 -0.648 0.16
H -0.026 3.419 0.683 0.12
H 1.930 4.065 2.051 0.12
H 3.894 4.428 1.286 0.08
H 4.927 4.483 2.750 0.09
H 5.545 3.770 1.227 0.10
H 5.127 2.980 4.080 0.14
H 3.671 1.873 4.193 0.15
H 3.568 0.129 1.533 0.11
H 1.428 -0.643 0.554 0.11
H -2.706 0.419 0.275 0.11
H -0.358 -1.034 1.687 0.15
H -0.611 -3.242 1.630 0.14
H -1.870 -3.167 2.908 0.15
H -2.051 -4.508 0.168 0.14
H -2.261 -5.239 1.817 0.14
H -4.037 -3.087 -0.577 0.14
H -5.353 -2.964 0.668 0.15
H -4.101 -1.454 1.997 0.16
H -3.854 -0.931 0.306 0.12
H -3.130 2.745 0.582 0.13
H -3.293 4.615 2.198 0.11
H -2.088 4.466 4.394 0.11
H -0.779 2.405 4.958 0.11
H -0.711 0.500 3.351 0.12
H 1.633 0.068 -1.515 0.11
H 1.816 -1.565 -3.326 0.12
```

Summary:
HOMO energy (eV): -10.27
Relative energy (zero: lowest compared OMol25 entry of this formula, charge and spin) (kcal/mol): 0.00
Net charge: +1
Molecular weight (g mol⁻¹): 578.62
2S+1: 1
HOMO-LUMO gap (Ha): 0.23193
E_LUMO (eV): -3.96